Entry 1:
{
  "formula": "C34H33N5OPSV",
  "method": "ωB97M-V/def2-TZVPD",
  "spin_multiplicity": 4,
  "total_charge": 1,
  "lumo_ev": [-3.1, -3.2],
  "e_above_lowest_kj_mol": 182.2,
  "homo_lumo_gap_ev": [5.609, 6.379],
  "energy_ha": -3347.7283,
  "species": ["V", "C", "C", "N", "N", "C", "N", "S", "C", "C", "C", "C", "C", "N", "H", "H", "H", "H", "H", "H", "H", "H", "H", "H", "O", "N", "C", "C", "C", "C", "C", "C", "C", "P", "C", "C", "C", "C", "C", "C", "C", "C", "C", "C", "C", "C", "H", "H", "H", "H", "H", "H", "H", "H", "H", "H", "H", "H", "H", "H", "H", "H", "C", "C", "C", "C", "C", "C", "C", "H", "H", "H", "H", "H", "H", "H"],
  "xyz": [[0.0179, -0.0286, 0.1647], [0.1056, -3.0275, 3.1824], [0.3463, -1.8876, 2.2413], [-0.3911, -1.5932, 1.1953], [-1.5311, -2.3017, 0.9661], [-2.0011, -2.4954, -0.2834], [-3.1823, -3.1308, -0.4181], [-1.1287, -1.9525, -1.5881], [1.4342, -0.9827, 2.4097], [2.4641, -1.1309, 3.3508], [3.4256, -0.1552, 3.4574], [3.3261, 0.9707, 2.6380], [2.3073, 1.0308, 1.7067], [1.3910, 0.0814, 1.5689], [-0.9376, -3.3337, 3.2210], [0.3957, -2.7405, 4.1879], [0.6987, -3.8931, 2.8867], [-2.0185, -2.7080, 1.7622], [-3.6198, -3.6018, 0.3563], [-3.4716, -3.3698, -1.3501], [2.4997, -2.0181, 3.9606], [4.2329, -0.2576, 4.1645], [4.0441, 1.7693, 2.7115], [2.2204, 1.8778, 1.0314], [-1.0716, 0.7257, 2.5072], [-1.1336, 1.2979, 1.2366], [-1.5029, 2.5411, 1.2218], [-1.8686, 3.3450, 0.0940], [-2.5477, 4.5502, 0.3530], [-2.9851, 5.3503, -0.6770], [-2.7511, 4.9857, -1.9990], [-2.0692, 3.8167, -2.2728], [-1.6239, 2.9925, -1.2428], [-0.7326, 1.4660, -1.6858], [-2.1232, 0.7953, -2.6814], [-3.1947, 0.2958, -1.9386], [-4.3223, -0.1900, -2.5718], [-4.3988, -0.1715, -3.9561], [-3.3498, 0.3428, -4.6964], [-2.2129, 0.8243, -4.0657], [0.4664, 2.1699, -2.8643], [1.0034, 3.4308, -2.6076], [1.9328, 3.9812, -3.4697], [2.3529, 3.2668, -4.5805], [1.8729, 1.9873, -4.8090], [0.9453, 1.4331, -3.9448], [-1.2733, 1.3979, 3.1914], [-1.6444, 3.0402, 2.1869], [-2.7355, 4.8392, 1.3789], [-3.5151, 6.2627, -0.4586], [-3.1011, 5.6088, -2.8068], [-1.8757, 3.5247, -3.2967], [-3.1323, 0.2908, -0.8531], [-5.1439, -0.5850, -1.9915], [-5.2776, -0.5508, -4.4552], [-3.4119, 0.3780, -5.7733], [-1.4048, 1.2216, -4.6610], [0.6907, 3.9754, -1.7258], [2.3254, 4.9690, -3.2770], [3.0725, 3.6978, -5.2560], [2.2376, 1.4154, -5.6494], [0.5926, 0.4235, -4.1035], [1.6724, -0.2096, -1.1464], [2.6738, -1.1295, -0.6074], [2.3905, -2.4930, -0.4498], [3.3447, -3.3641, 0.0374], [4.6098, -2.9005, 0.3690], [4.9140, -1.5585, 0.2105], [3.9581, -0.6838, -0.2679], [1.2493, -0.6206, -2.0650], [2.1190, 0.7686, -1.3510], [1.4082, -2.8590, -0.7300], [3.1167, -4.4155, 0.1485], [5.3591, -3.5818, 0.7403], [5.9074, -1.2041, 0.4463], [4.2130, 0.3582, -0.4140]],
  "lowdin_charge": [0.568, 0.012, -0.250, -0.106, 0.008, -0.809, 0.119, 0.818, -0.212, 0.019, -0.035, -0.035, -0.116, -0.039, 0.070, 0.087, 0.104, 0.151, 0.112, 0.103, 0.116, 0.116, 0.111, 0.129, -0.041, -0.111, -0.061, -0.203, -0.022, -0.054, -0.035, -0.067, -0.291, 1.089, -0.398, -0.164, -0.081, -0.071, -0.062, -0.082, -0.365, -0.091, -0.065, -0.067, -0.057, -0.109, 0.121, 0.139, 0.116, 0.112, 0.115, 0.118, 0.098, 0.107, 0.108, 0.110, 0.095, 0.109, 0.109, 0.108, 0.112, 0.109, -0.256, -0.317, -0.069, -0.089, -0.102, -0.089, -0.065, 0.027, 0.055, 0.074, 0.101, 0.097, 0.104, 0.110]
}

Entry 2:
{
  "formula": "C4H5N3",
  "method": "ωB97M-V/def2-TZVPD",
  "smiles": "[H]/N=c1/nccc[nH]1",
  "total_charge": 0,
  "lumo_ev": 0.2,
  "e_above_lowest_kj_mol": 351.7,
  "homo_lumo_gap_ev": 8.763,
  "energy_ha": -319.5782,
  "species": ["H", "N", "C", "N", "C", "C", "C", "N", "H", "H", "H", "H"],
  "xyz": [[-0.0639, -2.7142, 0.7000], [0.1944, -2.2091, -0.2626], [0.0999, -0.9518, -0.2192], [1.0275, -0.0999, -1.0190], [0.5904, 1.1947, -0.8739], [-0.3999, 1.6845, 0.0012], [-0.7628, 0.9085, 0.9631], [-0.6348, -0.4657, 0.9012], [1.4497, 1.9202, -1.1241], [-0.4969, 2.7614, 0.1881], [-1.3110, 1.5114, 1.7837], [-0.8535, -1.0715, 1.8883]],
  "lowdin_charge": [0.088, 0.067, -0.498, 0.124, -0.137, -0.155, -0.171, 0.048, 0.133, 0.110, 0.154, 0.239]
}

Entry 3:
{
  "formula": "CF3NO",
  "method": "ωB97M-V/def2-TZVPD",
  "total_charge": 0,
  "lumo_ev": [-0.3, -0.3],
  "e_above_lowest_kj_mol": 139.6,
  "homo_lumo_gap_ev": [10.101, 10.100],
  "energy_ha": -467.5064,
  "species": ["C", "N", "O", "F", "F", "F"],
  "xyz": [[-0.9589, -0.1485, 0.0332], [0.9534, 0.2840, -0.5002], [-1.2550, -1.1724, 0.4807], [-1.6297, 0.9006, -0.3138], [1.5609, -0.9076, -0.2746], [1.3293, 1.0439, 0.5748]],
  "lowdin_charge": [-0.319, 0.023, 0.217, 0.180, -0.042, -0.059]
}

Entry 4:
{
  "formula": "CH2F2O2",
  "method": "ωB97M-V/def2-TZVPD",
  "smiles": "O=C(F)F.O",
  "total_charge": 0,
  "lumo_ev": 0.6,
  "e_above_lowest_kj_mol": 93.9,
  "homo_lumo_gap_ev": 12.229,
  "energy_ha": -389.5127,
  "species": ["O", "C", "F", "F", "O", "H", "H"],
  "xyz": [[-0.1009, 1.1505, -0.0507], [-0.4130, 0.7991, -1.1109], [-1.5509, 1.0892, -1.7147], [0.3529, 0.1293, -1.9565], [0.2844, -1.2431, 1.6591], [0.5637, -0.5288, 2.1559], [0.8638, -1.3962, 1.0178]],
  "lowdin_charge": [0.222, -0.572, 0.177, 0.171, 0.037, 0.006, -0.041]
}